Computed, not measured: 2 unconnected molecules or ions with the total composition CHNO2 in a non-equilibrium geometry, with the ωB97M-V functional and the def2-TZVPD basis.

XYZ file:
```
5
Properties=species:S:1:pos:R:3:forces:R:3:mulliken_charge:R:1
C -1.33651 1.88413 1.27915 -0.750 0.308 0.037 0.7178
N 0.44549 -0.83827 -0.15238 1.993 -3.635 -2.853 -0.2967
O -0.30936 1.52728 0.93965 2.216 -0.204 -0.394 -0.4376
O -2.37648 2.23525 1.58576 -1.722 0.613 0.652 -0.3175
H 0.06021 -0.17313 0.39268 -1.736 2.918 2.559 0.3340
```
Forces are in eV/Å.

Calculated values
E_tot: -243.803384 hartree
HOMO-LUMO gap (spin up / spin down): 10.116 / 10.093 eV
Relative energy (zero: lowest compared OMol25 entry of this formula, charge and spin): 108.5 kJ/mol
Molar mass: 59.024 u
LUMO (spin up / spin down): -0.980 / -0.998 eV


Computed, not measured: 10 unconnected molecules or ions with the total composition C17H54O17 in a non-equilibrium geometry, with the ωB97M-V functional and the def2-TZVPD basis.

XYZ file:
```
88
Properties=species:S:1:pos:R:3:forces:R:3:mulliken_charge:R:1
O 9.07454 5.67860 -3.85725 -0.018 -0.653 0.125 -0.5045
C 7.93064 5.97815 -4.64176 0.191 0.541 0.696 -0.4631
C 7.06549 4.76459 -5.03179 -1.331 0.529 -0.882 -0.3297
O 6.34259 4.12894 -3.97735 1.192 0.416 1.015 -0.5249
H 9.48477 4.90877 -4.25808 0.272 -0.107 0.088 0.2993
H 7.47780 6.79088 -4.07386 -0.905 -0.536 0.247 0.3053
H 8.30253 6.56188 -5.48381 -0.341 -0.618 -0.949 0.3045
H 7.64581 4.10911 -5.68115 0.553 -0.592 0.540 0.3147
H 6.27748 5.04884 -5.72918 0.126 0.885 -0.310 0.2903
H 5.73440 3.43904 -4.25259 0.250 0.125 -0.574 0.3082
O 2.05792 4.44661 4.96040 -0.736 -0.519 -0.495 -0.5024
C 3.36826 4.49705 5.41728 1.758 0.506 1.390 -0.2949
C 3.57298 3.48851 6.55405 -1.793 -0.163 0.257 -0.4334
O 2.81028 3.87971 7.72212 0.898 -0.014 0.004 -0.5468
H 2.01381 4.61055 4.01553 0.025 0.015 0.014 0.2916
H 4.17738 4.39561 4.69399 -0.325 -0.471 -0.605 0.3568
H 3.54506 5.49090 5.82848 0.058 0.207 0.302 0.2292
H 4.58525 3.26686 6.89208 0.083 0.702 -0.158 0.3409
H 3.17441 2.52834 6.22646 -0.008 -0.201 -0.295 0.2492
H 1.86631 3.87782 7.54748 0.029 -0.068 -0.430 0.3100
O -1.76006 4.72011 -0.15992 -0.071 0.824 -0.564 -0.4762
C -1.33227 5.51190 -1.27890 0.737 -0.089 0.301 -0.5832
C -0.15047 4.82761 -1.97512 -1.324 1.144 -0.011 -0.2055
O 0.95185 4.96032 -1.13008 0.915 -0.293 0.297 -0.4899
H -2.09558 3.89472 -0.51736 -0.077 -0.140 0.029 0.3026
H -2.12325 5.84773 -1.94947 -0.394 -0.717 -0.228 0.3196
H -0.93866 6.46570 -0.92756 0.042 -0.152 0.608 0.2891
H 0.06607 5.39316 -2.88141 -0.274 -0.301 -0.471 0.3053
H -0.42001 3.79009 -2.17265 0.213 -0.211 -0.246 0.2302
H 1.70882 5.06516 -1.71112 0.258 -0.084 0.306 0.3080
O -8.22284 -2.04975 3.57664 1.046 0.546 0.066 -0.4915
C -8.93054 -3.22589 3.85386 -1.128 0.402 -1.719 -0.4204
C -10.36215 -2.82938 4.20983 0.978 -0.163 -1.076 -0.3847
O -10.25105 -2.06877 5.35804 -0.939 0.234 1.579 -0.4876
H -7.65105 -1.82014 4.31281 -0.120 0.114 0.002 0.3078
H -8.97634 -3.72149 2.88412 0.182 -0.707 0.127 0.2548
H -8.44044 -3.84006 4.60931 -0.161 -0.177 0.079 0.3502
H -11.01096 -3.70327 4.15099 -0.259 -0.319 0.985 0.2788
H -10.80865 -2.15314 3.48084 0.467 0.033 -0.362 0.2633
H -9.80980 -2.60806 6.01840 -0.058 0.041 0.308 0.3292
O -2.50922 -1.22017 6.01178 0.395 -0.300 -1.457 -0.5398
C -2.13557 -2.58044 6.21447 0.505 0.177 1.656 -0.3235
C -0.73121 -2.73948 6.89346 -0.209 0.581 -0.111 -0.4039
O -0.61401 -1.90800 8.05794 -0.527 -0.227 0.187 -0.5264
H -2.19082 -0.68683 6.74376 0.178 -0.271 0.302 0.3232
H -2.96825 -2.95126 6.81216 0.467 -0.578 0.862 0.2641
H -2.18457 -3.27784 5.37821 0.219 0.913 -0.886 0.3242
H 0.14899 -2.41295 6.33964 -0.552 -0.198 -1.267 0.3022
H -0.52255 -3.78903 7.10085 -0.362 -0.142 0.405 0.2576
H 0.16893 -1.37148 7.91384 -0.114 0.045 0.293 0.3220
O -2.01954 -4.08411 -3.11920 -0.388 1.070 -1.015 -0.5011
C -2.01062 -5.42522 -2.77639 -0.902 -1.789 1.116 -0.2688
C -3.47310 -6.01191 -2.37434 2.328 0.022 -1.337 -0.4565
O -3.73025 -5.59397 -1.07219 -0.956 0.820 0.419 -0.4995
H -2.50105 -3.52695 -2.50332 0.025 -0.193 0.299 0.2840
H -1.52109 -5.95635 -3.59270 -0.320 -0.065 -0.163 0.3129
H -1.36503 -5.52916 -1.90433 -0.044 -0.441 0.274 0.2364
H -3.63843 -7.08865 -2.33697 0.986 -0.233 -0.225 0.3316
H -4.11471 -5.71639 -3.20447 -0.636 0.742 0.417 0.2464
H -4.14379 -4.72805 -1.10022 -0.100 0.113 0.215 0.3139
O 4.46164 -1.99190 -10.15388 -0.366 0.831 1.495 -0.4991
C 4.42405 -1.40154 -8.83195 -0.521 -0.300 1.535 -0.4207
C 3.00890 -1.31091 -8.16796 -0.636 -0.145 -0.876 -0.3203
O 2.92665 -0.62715 -6.91057 0.856 0.233 -0.477 -0.5103
H 4.36361 -2.93362 -9.99523 -0.014 -0.157 -0.233 0.3067
H 4.99929 -1.97871 -8.10802 0.505 -0.205 -0.244 0.2567
H 4.84640 -0.39711 -8.80288 0.014 -0.038 -0.631 0.3099
H 2.55191 -2.27563 -7.94755 0.378 -0.512 -0.690 0.2971
H 2.38326 -0.81791 -8.91203 -0.293 0.142 -0.015 0.2527
H 2.17356 -1.02053 -6.46369 0.076 0.155 0.147 0.3271
C 7.04713 -2.55008 2.67725 1.193 0.631 -0.612 -0.4964
O 5.77813 -2.85198 2.20251 -1.114 -0.477 0.019 -0.4854
H 7.61372 -1.99066 1.93285 -0.078 0.675 -0.107 0.2434
H 6.91441 -1.92961 3.56354 0.209 -0.252 0.018 0.2061
H 7.74661 -3.37247 2.82736 -0.508 -0.602 0.655 0.2473
H 5.78285 -3.47361 1.47098 0.295 0.026 0.029 0.2848
C 0.20907 -0.66835 0.56190 1.311 0.574 0.783 -0.5286
O -1.12441 -0.39491 0.29601 -1.062 -0.145 -0.674 -0.4924
H 0.50581 -1.71547 0.62170 -0.478 -0.303 -0.003 0.2396
H 0.86174 -0.21794 -0.18593 -0.241 0.098 -0.247 0.2197
H 0.47324 -0.18792 1.50399 0.356 -0.119 0.162 0.2488
H -1.60585 -0.26393 1.11617 0.097 -0.100 -0.024 0.3135
C -6.65133 -0.38994 -3.36612 0.756 -0.795 -0.996 -0.5027
O -6.42132 -1.27203 -2.28664 -0.718 0.296 0.493 -0.4738
H -7.53678 -0.62873 -3.95524 -0.451 -0.008 0.304 0.2578
H -6.66105 0.66445 -3.08997 0.207 -0.006 0.002 0.2450
H -5.83732 -0.66867 -4.03529 0.175 0.802 -0.197 0.1868
H -7.12836 -1.08227 -1.66559 0.053 -0.318 0.411 0.2875
```
Forces are in eV/Å.

Calculated values
E_tot: -1958.860274 hartree
HOMO-LUMO gap: 9.977 eV
SMILES: OCCO.OCCO.OCCO.OCCO.OCCO.OCCO.OCCO.CO.CO.CO
Relative energy (zero: lowest compared OMol25 entry of this formula, charge and spin): 442.3 kJ/mol
Molar mass: 530.602 u
LUMO: 0.162 eV


Computed, not measured: a molecular structure, C42H39BN13PSSn in a non-equilibrium geometry, with the ωB97M-V functional and the def2-TZVPD basis.

XYZ file:
```
98
Properties=species:S:1:pos:R:3:forces:R:3:mulliken_charge:R:1
Sn 12.47050 10.07857 13.13935 -2.170 1.257 1.779 1.6828
C 12.02479 12.51535 16.90871 0.024 -0.778 -2.449 -1.6486
C 12.72917 12.21689 15.71009 -1.310 -1.139 1.294 -0.4680
N 11.96338 11.38790 14.97412 -0.217 -0.327 0.357 0.1904
N 10.74698 11.20871 15.65468 1.434 -0.747 -2.005 0.3689
C 10.76836 11.92476 16.76563 0.241 1.069 0.661 0.1328
B 9.81353 10.01106 15.23386 -1.845 1.457 1.164 -0.0163
N 10.57082 8.69508 15.32237 2.322 -2.322 -0.232 0.7230
C 10.35046 7.55032 16.06533 1.963 1.732 -2.162 -0.1847
C 11.48783 6.76007 16.01033 0.904 -0.590 0.009 -1.1924
C 12.43629 7.41204 15.16846 -3.774 1.440 1.546 -0.9203
N 11.86328 8.57633 14.74257 -0.347 -0.023 0.106 -0.0286
N 9.40379 10.26546 13.75108 0.523 0.170 -1.736 0.0692
C 8.25697 10.16497 13.06944 -0.411 -0.417 -0.201 0.0723
C 8.51306 10.35749 11.67549 -0.627 0.686 0.961 -1.4752
C 9.84986 10.62135 11.58880 0.733 -0.602 1.921 -0.4236
N 10.41574 10.56437 12.84659 -1.092 -0.551 -0.921 0.3117
N 8.53138 10.03823 16.14031 1.149 -1.091 1.010 0.3094
C 7.55028 10.96146 16.17521 -1.449 -0.930 1.459 -0.2703
C 6.79480 10.73604 17.33790 0.702 0.434 -0.801 -0.9138
C 7.44700 9.72978 18.07519 1.150 -0.259 -2.809 -0.3771
N 8.49072 9.27026 17.31180 -0.485 0.782 0.710 -0.9293
H 12.46795 12.99984 17.70921 0.168 1.206 1.354 0.5263
H 13.75806 12.44818 15.43856 -0.475 -0.094 -0.075 0.4625
H 9.82411 12.16105 17.25549 0.442 -0.629 0.461 0.4280
H 9.39028 7.45761 16.46041 -1.046 -0.343 1.091 0.7871
H 11.63274 5.82938 16.58954 -0.068 0.730 -0.649 0.4610
H 13.44336 7.22817 14.97228 1.364 -0.517 -0.413 0.7018
H 7.31619 9.89915 13.60862 0.977 0.432 -0.649 0.5887
H 7.82309 10.52331 10.86015 -0.202 -0.455 0.268 0.5011
H 10.49736 10.71745 10.73719 -0.076 0.385 -0.166 0.5725
H 7.31560 11.57780 15.34415 0.015 0.603 -0.416 0.6151
H 5.85280 11.18430 17.56007 -0.209 0.428 0.222 0.4738
H 7.12609 9.28749 19.02159 0.510 0.029 -0.488 0.4464
C 19.65105 11.36168 12.36525 -0.702 -0.387 -0.696 -0.6029
C 18.69700 12.24525 12.86676 -0.689 1.132 0.505 -0.4422
C 17.35563 12.11078 12.56687 -0.029 -0.551 0.638 -0.2738
C 16.93864 11.07241 11.69064 -0.829 -0.467 0.158 0.5696
C 17.88881 10.11408 11.28192 -0.965 -0.251 -1.206 -0.7073
C 19.20504 10.28988 11.55042 0.297 0.915 0.981 -0.7319
P 15.26519 10.67424 11.07791 1.225 2.002 0.965 0.4446
C 15.29935 10.88286 9.29075 0.027 -1.506 -1.943 0.8133
C 16.14067 11.79281 8.64235 -0.441 0.824 -1.845 -0.2694
C 16.05175 11.98754 7.20904 0.662 0.129 2.551 -0.7958
C 15.23639 11.17037 6.46442 0.246 0.109 -1.086 -0.4307
C 14.50345 10.16794 7.03764 -1.411 -0.882 2.131 -0.5825
C 14.52172 10.01964 8.44662 0.076 0.437 -0.215 -0.3614
C 14.36848 12.14845 11.65994 0.107 -0.719 -0.252 0.8462
C 14.80381 13.39767 11.25468 0.207 1.719 -0.117 0.3171
C 13.93798 14.52164 11.44163 1.262 -1.387 -0.147 -0.9205
C 12.67285 14.37965 11.95985 0.367 0.146 0.220 -1.0268
C 12.35216 13.11766 12.43905 -2.777 0.628 1.219 0.2782
C 13.16732 12.03294 12.34676 0.831 -1.146 -0.877 -0.7588
H 20.70995 11.46312 12.55891 -0.029 0.093 0.139 0.5089
H 18.91090 13.10870 13.51081 0.476 -0.605 -0.242 0.4593
H 16.67106 12.73442 13.13615 -0.148 -0.005 -0.558 0.3099
H 17.42049 9.33548 10.64980 1.179 0.059 0.313 0.4110
H 19.95776 9.65912 11.20837 0.916 -1.292 -0.733 0.5756
H 16.77400 12.48076 9.18587 0.121 -0.156 0.079 0.3238
H 16.64546 12.80546 6.79058 -0.245 -0.470 -0.048 0.4205
H 15.15184 11.24093 5.38955 0.229 0.442 -0.095 0.4162
H 13.77787 9.56626 6.44618 0.926 0.372 0.463 0.3624
H 13.90103 9.25005 8.89789 0.100 0.082 -0.025 0.1651
H 15.85393 13.55525 10.84060 -1.798 -0.197 0.438 0.2052
H 14.32624 15.47233 11.21909 0.326 1.130 -0.491 0.5285
H 11.97322 15.23004 12.11542 0.687 -0.780 -0.277 0.4286
H 11.36350 13.11745 12.92317 0.540 -0.656 -0.044 0.3648
N 21.87234 14.22369 21.01229 -2.470 -2.407 -2.826 -0.4240
C 21.19012 13.58369 20.27870 2.954 2.418 3.684 0.0065
C 20.30311 12.89828 19.41754 -1.436 0.408 0.012 0.4554
C 20.58213 11.67687 18.84121 -0.024 -0.389 -0.480 -0.9406
C 19.73098 11.17585 17.83701 0.865 -2.139 1.271 -0.4919
C 18.57085 11.78706 17.50870 -0.225 2.137 0.030 1.7484
C 18.31767 13.06298 18.09000 -1.593 -0.512 -0.151 -0.6050
C 19.04872 13.53936 19.15688 0.794 -0.398 -0.850 -0.7924
N 17.60625 11.17960 16.65431 -1.088 -0.578 -0.824 0.4890
C 17.68843 9.89092 16.11318 2.304 0.154 0.540 -0.2373
C 16.46899 9.57845 15.59954 -0.112 0.716 -0.409 -0.9677
N 15.63013 10.63781 15.79436 -0.381 1.730 -0.118 -0.1686
C 16.32120 11.61027 16.38807 0.362 -1.855 0.135 -0.3363
H 21.37909 11.02338 19.22640 -0.109 0.712 -0.473 0.3955
H 19.89562 10.12815 17.55050 0.132 0.624 -0.045 0.1928
H 17.41423 13.60628 17.76249 0.506 -0.302 0.485 0.2486
H 18.66751 14.36687 19.76829 0.596 -0.127 -0.532 0.4100
H 18.71095 9.42817 16.15947 -1.697 0.092 -0.253 0.3164
H 16.07056 8.79619 14.96010 0.689 -0.319 0.523 0.4984
H 15.93941 12.55361 16.73401 -0.093 -0.001 -0.023 0.2824
C 10.55412 6.81527 8.85930 0.887 0.142 0.761 -0.7202
N 10.56959 6.39861 10.29620 0.148 1.073 0.502 -0.2614
C 11.31166 6.92506 11.29253 -0.410 -1.995 0.464 0.7631
N 11.46964 6.21614 12.44326 0.128 1.102 -0.430 -0.2766
S 12.21615 8.40930 11.11039 0.425 0.160 -0.270 -0.4643
H 11.19152 6.07933 8.32596 -0.382 0.776 0.045 0.3039
H 10.90745 7.86708 8.77511 -0.041 -0.893 -0.035 0.2537
H 9.53876 6.77747 8.49816 -0.251 -0.129 -0.072 0.3292
H 9.84482 5.71766 10.53865 0.718 0.067 0.118 0.3042
H 11.24813 5.21452 12.54552 0.019 0.954 -0.161 0.2538
H 11.99579 6.71179 13.18771 -0.776 -1.011 -0.720 0.0136
```
Forces are in eV/Å.

Calculated values
E_tot: -3313.431169 hartree
Multiplicity: 2
Charge: +3
HOMO-LUMO gap (spin up / spin down): 4.532 / 2.803 eV
Relative energy (zero: lowest compared OMol25 entry of this formula, charge and spin): 211.1 kJ/mol
Molar mass: 918.429 u
LUMO (spin up / spin down): -9.800 / -11.528 eV